# 1
# C29H61BClIN2O7PSSi

A cluster of 3 separate species, C29H61BClIN2O7PSSi in total at a distorted geometry (ωB97M-V/def2-TZVPD, the OMol25 dataset).

## Properties
Lowest unoccupied orbital energy = -0.0922 Ha
Total charge = +1
HOMO-LUMO gap = 0.301 Eh
DFT total energy = -3589.484339 Eh
HOMO = -10.703 eV

Last column: Mulliken charge in e.
Positions of all 105 atoms, in Å:
C -4.002 0.873 3.188  -1.25
C -4.236 1.368 1.774  0.21
O -4.110 0.264 0.823  -0.33
B -3.309 0.464 -0.248  0.00
O -3.760 0.669 -1.504  -0.76
N -1.788 0.433 0.091  0.70
C -1.113 1.804 0.091  0.40
C -1.410 2.646 -1.141  -1.40
C -2.534 3.667 -0.976  -0.10
C -2.798 4.415 -2.270  -1.43
I -1.974 5.069 0.556  0.12
C 0.388 1.601 0.414  -0.06
C 1.351 1.764 -0.765  0.24
C 1.954 3.180 -0.889  -2.03
N 3.384 3.198 -0.586  0.62
C 4.213 2.964 -1.779  -0.44
C 5.183 1.801 -1.581  -1.22
C 3.750 4.379 0.147  0.64
C 4.018 4.146 1.597  -1.22
O 3.810 5.460 -0.375  -0.55
O 0.558 0.382 1.134  -0.19
C 0.220 -0.827 0.473  0.09
C -0.304 -1.775 1.557  0.53
C 0.622 -2.048 2.736  -1.36
O 1.360 -3.220 2.424  -0.05
Si 1.434 -4.458 3.547  0.33
C 1.959 -3.828 5.218  -1.12
C -0.253 -5.262 3.643  -0.99
C 2.713 -5.641 2.902  -1.11
P 1.844 -1.553 -0.216  0.25
S 3.454 -1.006 0.705  -0.36
C -0.881 -0.570 -0.585  0.16
C -1.625 -1.789 -1.096  0.52
C -0.837 -2.628 -2.128  -1.57
C -0.489 -4.039 -1.655  -0.07
Cl 0.978 -4.642 -2.453  -0.17
H -2.963 0.969 3.503  0.30
H -4.287 -0.178 3.248  0.19
H -4.625 1.422 3.892  0.43
H -3.553 2.181 1.519  -0.08
H -5.253 1.741 1.670  0.58
H -3.190 0.397 -2.229  0.38
H -1.794 0.161 1.077  0.24
H -1.560 2.304 0.951  0.93
H -1.646 2.037 -2.020  0.38
H -0.516 3.200 -1.428  0.39
H -3.460 3.206 -0.632  0.43
H -1.915 4.971 -2.584  0.40
H -3.592 5.147 -2.123  0.44
H -3.117 3.724 -3.052  0.37
H 0.626 2.377 1.143  0.63
H 0.863 1.536 -1.714  0.21
H 2.187 1.078 -0.636  -0.38
H 1.422 3.894 -0.255  0.81
H 1.797 3.517 -1.920  -0.08
H 4.807 3.851 -2.009  0.61
H 3.554 2.730 -2.610  0.10
H 4.663 0.848 -1.493  0.13
H 5.734 1.942 -0.648  0.28
H 5.920 1.763 -2.383  0.43
H 4.500 3.179 1.723  0.33
H 3.056 4.074 2.111  0.23
H 4.612 4.954 2.012  0.41
H -1.251 -1.376 1.948  -0.23
H -0.535 -2.750 1.135  -0.18
H 1.301 -1.219 2.934  0.31
H 0.000 -2.186 3.627  0.64
H 1.283 -3.045 5.571  0.32
H 1.877 -4.644 5.937  0.39
H 2.970 -3.426 5.202  0.30
H -0.125 -6.286 4.003  0.52
H -0.964 -4.757 4.297  0.28
H -0.679 -5.339 2.639  0.18
H 2.578 -5.837 1.839  0.30
H 2.667 -6.571 3.466  0.38
H 3.694 -5.190 3.060  0.28
H 1.615 -2.927 -0.151  0.14
H 1.848 -1.208 -1.577  0.14
H -0.441 -0.058 -1.445  -0.23
H -1.943 -2.436 -0.282  -1.07
H -2.551 -1.490 -1.588  0.77
H 0.064 -2.115 -2.464  0.55
H -1.452 -2.732 -3.023  0.59
H -1.279 -4.739 -1.919  0.45
H -0.338 -4.100 -0.579  -0.17
C 1.721 3.335 -6.863  -1.30
C 2.114 3.680 -5.450  0.86
O 1.767 3.000 -4.509  -0.44
C 2.962 4.911 -5.261  -1.02
H 1.116 2.432 -6.869  0.29
H 1.154 4.156 -7.305  0.37
H 2.613 3.178 -7.471  0.35
H 2.440 5.788 -5.646  0.37
H 3.898 4.809 -5.813  0.35
H 3.179 5.055 -4.205  0.18
C -4.179 -5.111 2.594  -1.52
C -3.904 -3.655 2.332  0.92
O -3.440 -2.920 3.175  -0.49
C -4.214 -3.122 0.950  -0.31
H -3.906 -5.358 3.617  0.32
H -5.237 -5.326 2.438  0.44
H -3.603 -5.731 1.905  0.33
H -5.269 -3.249 0.705  0.59
H -3.622 -3.659 0.207  0.22
H -3.970 -2.063 0.951  -0.29



# 2
# C2H4N2O2

A structure of composition C2H4N2O2 at a distorted geometry (ωB97M-V/def2-TZVPD, the OMol25 dataset).

## Properties
Lowest unoccupied orbital energy (alpha / beta) = -0.0112 / -0.0113 Ha
HOMO-LUMO gap (alpha / beta) = 0.295 / 0.295 Eh
Energy relative to the best compared isomer or geometry (same formula, charge and spin) = 181.5 kcal per mole
DFT total energy = -338.363900 Eh
HOMO (alpha / beta) = -8.328 / -8.323 eV

Last column: natural (NBO) charge in e.
Positions of all 10 atoms, in Å:
C 0.858 0.139 0.104  -0.33
C -0.492 -0.037 -0.666  -0.08
N 1.904 0.471 -0.766  -0.36
N 1.010 0.455 -2.327  0.54
O 1.398 0.755 -3.403  -0.24
O -0.245 0.055 -2.051  -0.31
H 0.748 0.934 0.855  0.19
H 1.090 -0.796 0.637  0.18
H -0.940 -1.011 -0.468  0.21
H -1.211 0.747 -0.410  0.20



# 3
# C35H34ClIMnN8O7S2

A structure of composition C35H34ClIMnN8O7S2 (ωB97M-V/def2-TZVPD, the OMol25 dataset).

## Properties
Lowest unoccupied orbital energy (alpha / beta) = -0.0137 / -0.0144 Ha
HOMO-LUMO gap (alpha / beta) = 0.277 / 0.250 Eh
2S+1 = 2
Energy relative to the best compared isomer or geometry (same formula, charge and spin) = 15.9 kcal per mole
DFT total energy = -5024.143145 Eh
HOMO (alpha / beta) = -7.908 / -7.204 eV

Last column: Löwdin spin population.
Positions of all 89 atoms, in Å:
Mn 1.518 0.970 1.470  1.00
C 1.317 -3.020 3.035  0.00
C 1.126 -1.724 2.318  0.00
N 1.871 -0.697 2.507  -0.01
N 2.902 -0.778 3.392  0.00
C 3.525 0.357 3.796  0.00
N 4.458 0.167 4.759  0.00
S 3.206 1.863 3.168  0.00
C 0.018 -1.465 1.392  0.00
C -1.020 -2.353 1.151  0.00
C -2.053 -1.959 0.316  0.00
C -2.019 -0.698 -0.246  0.00
C -0.957 0.139 0.048  0.00
N 0.047 -0.237 0.838  0.00
H 2.341 -3.388 2.925  0.00
H 0.660 -3.792 2.651  0.00
H 1.100 -2.889 4.100  0.00
H 3.068 -1.650 3.870  0.00
H 4.408 -0.633 5.368  0.00
H 4.857 1.004 5.148  0.00
H -1.038 -3.324 1.624  0.00
H -2.878 -2.629 0.112  0.00
H -2.797 -0.360 -0.914  0.00
H -0.879 1.139 -0.352  0.00
C -3.266 0.060 4.405  0.00
C -3.426 0.791 3.100  0.00
C -4.175 0.204 2.082  0.00
C -4.407 0.862 0.890  0.00
Cl -5.354 0.077 -0.349  0.00
C -3.890 2.125 0.662  0.00
C -3.131 2.712 1.659  0.00
C -2.903 2.067 2.870  0.00
O -2.241 2.809 3.808  0.00
C -1.212 2.195 4.579  0.00
C -0.271 1.289 3.778  0.00
O 0.028 0.197 4.282  0.00
O 0.152 1.790 2.690  0.00
H -3.910 -0.818 4.417  0.00
H -3.548 0.697 5.245  0.00
H -2.236 -0.267 4.559  0.00
H -4.602 -0.779 2.237  0.00
H -4.072 2.633 -0.276  0.00
H -2.705 3.698 1.532  0.00
H -1.617 1.627 5.413  0.00
H -0.627 3.026 4.973  0.00
C 1.513 -5.062 -5.019  0.00
C 0.506 -4.219 -4.309  0.00
C -0.767 -4.594 -4.023  0.00
C -1.589 -3.657 -3.337  0.00
N -1.179 -2.472 -2.969  0.00
C 0.102 -2.079 -3.238  0.00
S 0.725 -0.603 -2.834  0.00
N 0.905 -2.989 -3.908  0.00
C -3.002 -4.029 -3.005  0.00
H 1.041 -5.945 -5.442  0.00
H 2.292 -5.385 -4.326  0.00
H 1.989 -4.500 -5.823  0.00
H -1.143 -5.560 -4.323  0.00
H 1.834 -2.654 -4.123  0.00
H -3.515 -4.415 -3.887  0.00
H -3.533 -3.162 -2.621  0.00
H -3.009 -4.820 -2.252  0.00
I 6.863 2.055 -0.912  0.00
C 5.267 0.744 -0.693  0.00
C 5.264 -0.492 -1.315  0.00
C 4.159 -1.308 -1.140  0.00
C 3.115 -0.860 -0.354  0.00
N 3.126 0.325 0.260  0.00
C 4.181 1.124 0.078  0.00
H 6.101 -0.805 -1.925  0.00
H 4.098 -2.276 -1.618  0.00
H 2.225 -1.460 -0.221  0.00
H 4.150 2.086 0.560  0.00
O 2.689 2.947 -1.204  0.01
C 1.502 2.902 -0.885  0.00
O 0.987 2.353 0.147  0.01
C 0.480 3.557 -1.799  0.00
C -0.818 3.792 -1.359  0.00
C -1.750 4.375 -2.200  0.00
C -1.358 4.702 -3.486  0.00
C -0.074 4.480 -3.952  0.00
C 0.849 3.911 -3.091  0.00
N -2.347 5.308 -4.394  0.00
O -1.994 5.564 -5.528  0.00
O -3.466 5.504 -3.963  0.00
H -1.077 3.514 -0.347  0.00
H -2.761 4.581 -1.881  0.00
H 0.182 4.753 -4.965  0.00
H 1.868 3.728 -3.404  0.00



# 4
# C2H10N4O4Si2

A cluster of 2 separate species, C2H10N4O4Si2 in total at a distorted geometry (ωB97M-V/def2-TZVPD, the OMol25 dataset).

## Properties
Lowest unoccupied orbital energy (alpha / beta) = -0.0210 / -0.0624 Ha
HOMO-LUMO gap (alpha / beta) = 0.347 / 0.276 Eh
Energy relative to the best compared isomer or geometry (same formula, charge and spin) = 62.0 kcal per mole
DFT total energy = -1180.879535 Eh
HOMO (alpha / beta) = -10.007 / -9.202 eV

Last column: natural (NBO) charge in e.
Positions of all 22 atoms, in Å:
C 2.126 -0.616 -0.988  -0.46
C -0.993 2.302 -0.230  -1.16
N 1.333 0.602 -1.065  -0.86
N -1.043 -0.578 0.224  -0.96
N 2.033 1.289 1.197  0.65
N -0.797 -0.616 1.523  0.64
O 2.930 0.606 1.410  -0.23
O -1.444 -1.402 2.191  -0.42
O 1.441 2.242 1.397  -0.22
O 0.167 -0.009 1.949  -0.47
Si -1.808 -2.075 -0.219  1.06
Si -0.278 0.769 -0.869  1.71
H 2.665 -0.648 -0.016  0.24
H 1.512 -1.542 -1.157  0.19
H 2.861 -0.590 -1.813  0.21
H -1.970 2.227 -0.801  0.26
H -1.162 1.994 0.837  0.26
H -0.401 3.152 -0.245  0.26
H -0.943 -3.223 0.149  -0.16
H -3.173 -2.260 0.323  -0.16
H -1.859 -1.786 -1.708  -0.18
H -1.197 0.165 -2.091  -0.18